Molecular formula: C6H6O3
Method: DFT, the ωB97M-V functional and the def2-TZVPD basis

Output
2S+1   1
Frontier orbital gap   7.68 eV
Lowest unoccupied orbital energy   -0.50 eV

CARTESIAN COORDINATES (ANGSTROEM)
O: 2.09 -0.69 -0.09
O: 0.31 -1.89 0.27
O: 3.88 0.52 -0.06
C: -1.36 0.96 0.39
C: 0.02 0.44 -0.04
C: 0.72 -0.70 -0.01
C: -2.66 0.37 -0.30
C: 2.67 0.32 0.48
C: -0.34 1.62 -0.58
H: -1.51 1.10 1.43
H: -2.68 0.26 -1.48
H: 0.93 -2.62 0.46
H: -3.57 1.02 0.02
H: -2.76 -0.59 0.22
H: 4.27 -0.12 -0.71

Atom charges from the natural (NBO) analysis, given in e for atoms 1 to 2: -0.537, -0.638



Molecular formula: C6H6O3Yb
Method: DFT, the ωB97M-V functional and the def2-TZVPD basis

Output
2S+1   2
Frontier orbital gap (spin up / spin down)   7.34 / 6.76 eV
Net charge   +1
<S²>   0.758
Lowest unoccupied orbital energy (spin up / spin down)   -5.60 / -6.27 eV

CARTESIAN COORDINATES (ANGSTROEM)
Yb: 1.71 2.19 0.18
O: -0.28 1.28 0.73
O: 3.06 1.10 -0.79
O: 4.29 -0.76 -0.57
C: -2.79 0.31 0.05
C: 3.28 -0.10 -0.35
C: 0.92 -0.65 0.23
C: -1.55 -0.51 -0.27
C: 2.19 -0.51 0.59
C: -0.27 0.06 0.26
H: 1.84 -1.79 0.75
H: -3.70 -0.26 -0.17
H: -2.81 1.23 -0.55
H: -1.44 -0.65 -1.36
H: -1.64 -1.53 0.15
H: -2.81 0.59 1.11

Atom charges from the natural (NBO) analysis, given in e for atoms 1 to 2: 1.802, -0.722



Molecular formula: C6H6OS
Method: DFT, the ωB97M-V functional and the def2-TZVPD basis

Output
2S+1   1
Frontier orbital gap (spin up / spin down)   8.71 / 6.70 eV
Lowest unoccupied orbital energy (spin up / spin down)   -0.11 / -0.16 eV

CARTESIAN COORDINATES (ANGSTROEM)
S: 1.74 1.82 -0.86
O: -1.32 -1.48 1.51
C: 1.91 0.09 -1.46
C: -1.00 0.69 1.15
C: -1.67 -0.23 1.88
C: -0.42 -1.38 0.54
C: -0.15 -0.05 0.26
C: 0.74 0.46 -0.68
H: 2.71 -0.48 -1.00
H: -1.06 1.76 1.22
H: -0.91 1.25 -2.83
H: 1.82 -0.03 -2.53
H: -0.01 -2.28 0.14
H: -2.40 -0.13 2.66

Atom charges from the natural (NBO) analysis, given in e for atoms 1 to 2: 0.212, -0.396



Molecular formula: C6H6OS
Method: DFT, the ωB97M-V functional and the def2-TZVPD basis

Output
2S+1   1
Frontier orbital gap   9.27 eV
SMILES   O=CSC1=CC=CC1
Lowest unoccupied orbital energy   0.58 eV

CARTESIAN COORDINATES (ANGSTROEM)
S: -0.76 1.30 -0.44
O: 1.13 2.53 -1.71
C: -0.45 -0.33 0.35
C: -0.43 -0.77 1.76
C: 0.01 -1.36 -0.42
C: 0.01 -2.15 1.76
C: 0.25 -2.50 0.45
C: 0.86 1.50 -1.20
H: -1.43 -0.53 2.21
H: 0.80 -3.48 0.06
H: 0.30 -1.44 -1.49
H: 0.34 0.05 2.13
H: 1.61 0.75 -1.03
H: 0.07 -2.72 2.71

Atom charges from the natural (NBO) analysis, given in e for atoms 1 to 2: 0.219, -0.512



Molecular formula: C6H6OS2
Method: DFT, the ωB97M-V functional and the def2-TZVPD basis

Output
2S+1   3
Frontier orbital gap (spin up / spin down)   7.24 / 7.95 eV
<S²>   2.020
Lowest unoccupied orbital energy (spin up / spin down)   0.68 / -1.62 eV

CARTESIAN COORDINATES (ANGSTROEM)
S: 0.20 1.52 2.75
S: 1.65 2.33 0.43
O: -0.65 0.57 3.42
C: 1.57 1.58 -1.12
C: 0.50 1.21 1.08
C: -0.75 -0.77 0.30
C: -1.14 -1.86 -0.69
C: 0.15 0.25 0.12
C: 0.74 0.53 -1.12
H: -0.30 -2.50 -0.43
H: -1.07 -1.58 -1.66
H: 0.38 0.04 -2.03
H: 2.11 1.99 -1.93
H: -2.04 -2.53 -0.44
H: -1.35 -0.76 1.32

Atom charges from the natural (NBO) analysis, given in e for atoms 1 to 2: 1.031, 0.487



Molecular formula: C6H6S
Method: DFT, the ωB97M-V functional and the def2-TZVPD basis

Output
2S+1   1
Frontier orbital gap   9.55 eV
Lowest unoccupied orbital energy   0.79 eV

CARTESIAN COORDINATES (ANGSTROEM)
S: -2.22 0.39 -0.45
C: 0.15 -1.31 -0.54
C: -0.96 0.51 0.82
C: -1.12 -0.92 0.36
C: 0.46 0.93 0.48
C: 1.45 1.43 -0.50
C: 0.92 -0.03 -0.33
H: 0.03 -1.64 -1.53
H: 0.77 -1.98 0.00
H: 1.16 2.21 -1.21
H: -1.75 -1.58 0.86
H: 2.47 1.46 -0.14
H: -1.36 0.54 2.21

Atom charges from the natural (NBO) analysis, given in e for atoms 1 to 2: 0.107, -0.453



Molecular formula: C6H7BO2
Method: DFT, the ωB97M-V functional and the def2-TZVPD basis

Output
2S+1   1
Frontier orbital gap   9.73 eV
SMILES   OB(O)c1ccccc1
Lowest unoccupied orbital energy   0.50 eV

CARTESIAN COORDINATES (ANGSTROEM)
O: 0.94 -0.57 -2.73
O: 1.18 -2.44 -1.15
C: -0.87 1.25 1.76
C: -1.38 1.40 0.52
C: 0.19 0.36 1.97
C: 0.77 -0.35 1.01
C: 0.15 -0.26 -0.25
C: -0.91 0.62 -0.48
B: 0.84 -1.12 -1.47
H: -1.52 0.67 -1.36
H: 1.59 -1.04 1.09
H: -1.39 1.80 2.60
H: 1.66 -2.77 -1.95
H: 0.46 0.28 -2.89
H: -2.29 1.94 0.33
H: 0.57 0.23 3.00

Atom charges from the natural (NBO) analysis, given in e for atoms 1 to 2: -0.911, -0.879



Molecular formula: C6H7Br2NO2
Method: DFT, the ωB97M-V functional and the def2-TZVPD basis

Output
2S+1   1
Frontier orbital gap   9.56 eV
SMILES   C=C(Br)C(C)(C(=C)Br)[N+](=O)[O-]
Lowest unoccupied orbital energy   -0.03 eV

CARTESIAN COORDINATES (ANGSTROEM)
Br: 3.04 0.74 -0.62
Br: 0.83 -0.81 2.56
O: -0.75 -0.77 -2.28
O: 1.31 -1.04 -2.19
N: 0.28 -0.73 -1.68
C: 0.78 2.31 -0.44
C: 1.07 -1.22 0.64
C: 1.83 -2.18 0.23
C: 0.25 -0.34 -0.25
C: 1.29 1.07 -0.38
C: -1.14 -0.01 0.28
H: 1.87 -2.45 -0.81
H: -0.26 2.27 -0.23
H: 2.54 -2.75 0.79
H: 1.27 3.20 -0.02
H: -1.00 0.84 0.89
H: -1.52 -0.87 0.89
H: -1.74 0.09 -0.65

Atom charges from the natural (NBO) analysis, given in e for atoms 1 to 2: 0.177, 0.036



Molecular formula: C6H7BrClO7
Method: DFT, the ωB97M-V functional and the def2-TZVPD basis

Output
2S+1   1
Frontier orbital gap   6.75 eV
Net charge   -1
Lowest unoccupied orbital energy   3.13 eV

CARTESIAN COORDINATES (ANGSTROEM)
Br: 3.90 -0.42 -0.38
Cl: 1.01 -2.25 0.17
O: -2.54 -0.69 -1.52
O: 2.49 1.36 1.84
O: 1.77 0.71 -1.73
O: 0.39 -0.38 1.86
O: -3.62 -0.95 0.91
O: -1.32 1.01 -0.04
O: 1.10 2.31 0.34
C: 2.32 0.61 -0.50
C: -1.76 -1.28 -0.51
C: -2.58 -1.51 0.71
C: 0.35 -0.67 0.69
C: 1.98 1.47 0.55
C: -0.63 -0.18 -0.34
H: 2.20 1.93 2.55
H: -0.55 1.60 -0.12
H: -2.07 -2.21 1.54
H: -2.67 0.27 -1.45
H: -0.33 0.01 -1.39
H: 2.07 1.53 -2.13
H: -1.54 -2.27 -1.05

Atom charges from the natural (NBO) analysis, given in e for atoms 1 to 2: -0.048, -0.127



Molecular formula: C6H7Cl2N6O
Method: DFT, the ωB97M-V functional and the def2-TZVPD basis

Output
2S+1   1
Frontier orbital gap   8.18 eV
SMILES   NNC(=O)[C@@]12N=C[NH+]=C1N(Cl)CN=C2Cl
Net charge   +1
Lowest unoccupied orbital energy   -4.44 eV

CARTESIAN COORDINATES (ANGSTROEM)
Cl: -0.57 -3.41 -1.58
Cl: 2.43 1.72 -0.89
O: -1.77 0.73 -0.22
N: -0.76 1.89 1.42
N: 1.25 0.11 1.38
N: 0.79 -1.98 0.85
N: -1.66 2.88 1.46
N: 0.90 0.11 -2.21
N: -0.27 -1.72 -1.28
C: 0.43 0.09 0.14
C: 0.23 -1.39 -0.15
C: -0.09 -0.88 -2.48
C: -0.77 0.98 0.40
C: 1.35 -1.10 1.74
C: 1.24 0.52 -1.06
H: -2.31 2.63 0.69
H: -2.38 2.69 2.28
H: -0.94 -0.24 -2.67
H: 1.66 -1.24 2.72
H: 0.42 -1.50 -3.28
H: 0.73 -2.98 0.81
H: 0.08 2.11 1.94

Atom charges from the natural (NBO) analysis, given in e for atoms 1 to 2: 0.217, 0.138



Molecular formula: C6H7F2NO4
Method: DFT, the ωB97M-V functional and the def2-TZVPD basis

Output
2S+1   1
Frontier orbital gap   8.82 eV
Lowest unoccupied orbital energy   -0.73 eV

CARTESIAN COORDINATES (ANGSTROEM)
F: -3.05 0.25 -1.41
F: -3.83 0.21 0.60
O: 0.01 0.20 -0.11
O: -2.72 -2.33 0.84
O: -1.48 -1.92 -0.90
O: 0.42 -1.39 1.54
N: -2.39 -1.61 -0.12
C: -1.08 2.31 0.18
C: 0.52 -0.95 0.42
C: 1.33 -1.63 -0.65
C: -2.83 -0.19 -0.16
C: 1.98 -2.76 -0.32
C: -0.96 0.86 0.53
H: 1.27 -1.22 -1.62
H: -2.20 2.70 0.10
H: 2.11 -2.74 0.68
H: 2.53 -3.34 -0.94
H: -0.55 2.86 0.97
H: -1.15 0.70 1.64
H: -0.66 2.60 -0.89

Atom charges from the natural (NBO) analysis, given in e for atoms 1 to 2: -0.316, -0.297



Molecular formula: C6H7FO
Method: DFT, the ωB97M-V functional and the def2-TZVPD basis

Output
2S+1   1
Frontier orbital gap   9.01 eV
SMILES   O[C@H]1C=CC=C[C@H]1F
Lowest unoccupied orbital energy   0.22 eV

CARTESIAN COORDINATES (ANGSTROEM)
F: 0.42 -0.13 -2.38
O: -1.03 -1.78 -0.71
C: 1.37 0.37 1.03
C: -1.10 -0.33 -0.44
C: 0.13 0.28 1.70
C: -1.01 -0.12 1.07
C: 0.14 0.33 -1.12
C: 1.40 0.35 -0.31
H: -1.05 -1.88 -1.67
H: 0.19 0.37 2.80
H: 2.19 0.52 -1.01
H: -0.11 1.46 -1.25
H: -2.02 0.07 -0.93
H: -1.81 -0.21 1.68
H: 2.28 0.69 1.54

Atom charges from the natural (NBO) analysis, given in e for atoms 1 to 2: -0.359, -0.720



The DFT total energy results, record by record, are as follows: -12453.7253, -43980.2909, -19196.3211, -19199.8813, -30033.5302, -17148.3299, -11109.2658, -151999.7437, -103232.3617, -42358.3606, -21443.7987, -11098.5503 eV.